# 1
{"formula": "C29H37N7O4", "method": "ωB97M-V/def2-TZVPD", "species": ["C", "C", "O", "C", "C", "C", "C", "C", "C", "H", "H", "N", "C", "O", "C", "C", "H", "C", "N", "C", "H", "C", "C", "N", "C", "C", "O", "C", "C", "H", "H", "H", "H", "H", "H", "H", "H", "H", "H", "H", "H", "H", "C", "C", "N", "N", "N", "N", "C", "C", "C", "C", "C", "C", "C", "H", "H", "O", "C", "H", "H", "H", "H", "H", "H", "H", "H", "H", "H", "H", "H", "H", "H", "H", "H", "H", "H"], "positions_angstrom": [[-9.1884, -0.2721, -0.4672], [-8.2404, -0.0721, -1.6468], [-7.1133, 0.7125, -1.3139], [-6.0876, 0.1690, -0.6034], [-5.0655, 1.0430, -0.2649], [-3.9503, 0.6056, 0.4473], [-3.8728, -0.7445, 0.8356], [-4.8960, -1.6211, 0.4888], [-5.9891, -1.1744, -0.2215], [-6.7582, -1.8838, -0.4814], [-4.8280, -2.6606, 0.7741], [-2.7852, -1.1588, 1.5598], [-1.7086, -0.3825, 1.8997], [-0.7924, -0.8678, 2.5563], [-1.7634, 1.0014, 1.4368], [-2.8554, 1.4583, 0.7824], [-2.9166, 2.4945, 0.4807], [-0.5236, 1.8328, 1.6473], [0.4322, 1.7406, 0.5543], [0.0881, 2.4807, -0.6465], [-0.9946, 2.6196, -0.7239], [0.7943, 3.8426, -0.6573], [2.2176, 3.7619, -1.2117], [3.0432, 2.7489, -0.5776], [3.3659, 3.0709, 0.8031], [4.2159, 1.9556, 1.4117], [5.3939, 1.7295, 0.6720], [5.0753, 1.4145, -0.6601], [4.2734, 2.5351, -1.3203], [4.0255, 2.2491, -2.3458], [4.8938, 3.4501, -1.3508], [6.0260, 1.2623, -1.1747], [4.4868, 0.4843, -0.6928], [4.5367, 2.2269, 2.4191], [3.6241, 1.0302, 1.4526], [2.4376, 3.1509, 1.3669], [3.9205, 4.0255, 0.8686], [2.6879, 4.7613, -1.1410], [2.1551, 3.5005, -2.2724], [0.8016, 4.2490, 0.3541], [0.2384, 4.5361, -1.2912], [0.3944, 1.9110, -1.5231], [0.9688, 0.4237, 0.3307], [0.0440, -0.5460, -0.3245], [-0.9267, -0.3011, -1.1799], [-1.4890, -1.4696, -1.4590], [-0.9194, -2.4159, -0.8352], [0.0620, -1.8833, -0.1034], [0.9134, -2.6564, 0.7577], [2.3641, -2.4799, 0.3933], [3.3053, -2.1141, 1.3494], [4.6305, -1.9566, 1.0066], [5.0491, -2.1519, -0.3116], [4.1091, -2.5072, -1.2741], [2.7824, -2.6710, -0.9149], [2.0633, -2.9531, -1.6711], [4.3950, -2.6629, -2.3022], [6.3749, -1.9724, -0.5456], [6.8551, -2.1185, -1.8593], [6.7038, -3.1368, -2.2328], [6.3812, -1.4059, -2.5426], [7.9225, -1.9106, -1.8071], [5.3681, -1.6699, 1.7386], [2.9949, -1.9561, 2.3719], [0.6018, -3.6984, 0.6361], [0.7290, -2.3435, 1.7916], [1.2657, 0.0071, 1.2971], [1.8656, 0.5392, -0.2903], [-0.0192, 1.4866, 2.5551], [-0.7904, 2.8850, 1.7662], [-2.7439, -2.1305, 1.8459], [-5.1399, 2.0732, -0.5750], [-7.9327, -1.0357, -2.0708], [-8.7438, 0.5006, -2.4309], [-9.5099, 0.6941, -0.0864], [-10.0615, -0.8329, -0.7896], [-8.6993, -0.8122, 0.3398]], "forces_ev_per_a": [[0.3, 0.1, -0.2], [-0.4, -0.2, 0.0], [0.1, 0.2, 0.0], [0.3, 0.1, 0.2], [-0.2, -0.3, 0.0], [-0.3, -0.5, 0.0], [-0.4, 0.5, -0.3], [0.1, 0.1, 0.1], [-0.1, 0.1, -0.1], [-0.1, 0.0, 0.0], [0.0, -0.1, 0.0], [0.2, -0.3, 0.2], [-0.5, -0.3, 0.1], [0.3, 0.0, 0.2], [-0.3, 0.5, -0.1], [0.4, -0.1, 0.4], [0.1, 0.1, 0.0], [0.0, -0.1, 0.1], [0.1, -0.2, 0.1], [0.2, 0.5, 0.0], [0.0, -0.1, -0.1], [0.0, -0.2, -0.2], [-0.2, 0.1, 0.1], [0.1, 0.0, -0.1], [0.2, -0.2, 0.1], [-0.3, 0.2, 0.1], [0.2, 0.1, 0.1], [-0.1, 0.1, -0.4], [0.2, -0.3, 0.1], [0.0, 0.0, 0.0], [0.0, 0.0, 0.0], [-0.1, 0.0, 0.0], [0.1, 0.1, 0.0], [-0.1, 0.0, 0.0], [0.0, 0.0, 0.0], [0.0, 0.0, 0.1], [0.0, 0.0, 0.0], [0.0, -0.1, -0.1], [0.0, 0.1, 0.0], [-0.1, 0.1, 0.1], [0.0, 0.1, 0.0], [-0.1, 0.0, 0.0], [0.3, 0.2, 0.1], [0.0, -0.8, 0.0], [0.5, 0.8, 0.2], [-0.7, -0.3, -0.6], [0.1, -1.2, 0.3], [-0.4, 1.3, -0.5], [0.3, -0.4, 0.4], [0.0, -0.1, -0.1], [-0.1, -0.1, -0.1], [0.2, 0.0, -0.2], [-0.2, 0.0, 0.2], [0.3, 0.0, -0.1], [-0.1, 0.0, 0.2], [-0.1, 0.0, -0.1], [0.1, 0.0, -0.1], [-0.1, 0.1, 0.3], [0.1, 0.0, -0.2], [0.0, 0.1, 0.0], [0.0, 0.0, 0.0], [-0.1, 0.0, -0.1], [0.1, 0.1, 0.1], [0.0, 0.0, 0.1], [0.0, 0.2, 0.1], [0.0, -0.1, -0.2], [0.1, 0.0, -0.1], [0.0, -0.1, 0.1], [-0.1, 0.1, 0.0], [0.0, 0.0, 0.1], [0.1, 0.2, 0.0], [0.0, 0.2, 0.0], [0.0, 0.1, 0.0], [0.1, -0.2, 0.1], [-0.1, 0.1, 0.0], [-0.1, -0.1, 0.0], [0.0, -0.1, 0.1]], "gap_ev": 8.18, "e_tot_ev": -49293.255, "smiles": "CCOc1ccc2[nH]c(=O)c(CN(CCCN3CCOCC3)Cc3nnnn3Cc3ccc(OC)cc3)cc2c1", "max_force_ha_per_bohr": 0.0277, "spin_multiplicity": 1}



# 2
{"formula": "CH4INO", "method": "ωB97M-V/def2-TZVPD", "species": ["C", "N", "O", "I", "H", "H", "H", "H"], "positions_angstrom": [[1.3124, -0.0841, -0.0673], [-0.7226, -0.5689, 0.7976], [0.5384, -0.1609, 0.9429], [-1.9185, -0.7010, 2.4293], [2.4252, 0.2610, 0.1421], [-1.1284, 1.0961, -1.7451], [0.9094, -0.1792, -1.0670], [-1.4160, 0.3370, -1.4325]], "forces_ev_per_a": [[2.7, 1.1, -0.3], [-0.1, -0.3, -1.8], [-0.2, -0.1, 1.8], [0.5, 0.3, 0.5], [-2.8, -0.8, -0.3], [-1.1, -2.7, 1.0], [0.0, -0.2, 0.1], [1.0, 2.8, -1.1]], "gap_ev": [7.80, 8.43], "e_tot_ev": -12733.769, "e_above_lowest_kcal_mol": 99.9, "max_force_ha_per_bohr": 0.0617, "spin_multiplicity": 1}